No. 1
Here is the molecule C5H11NO3 at a distorted geometry from OMol25. Energies are from ωB97M-V with the def2-TZVPD basis set.

Atoms and positions in Å:
1 C 0.5695 -0.1309 2.8621
2 O -0.1163 -0.7527 1.7927
3 N 0.7858 -1.1704 0.7471
4 C 0.8252 -0.6978 -0.5132
5 O 1.6073 -1.1540 -1.3187
6 C -0.2433 0.3991 -0.8874
7 C -1.5477 -0.3672 -1.1366
8 C 0.2333 1.1290 -2.1386
9 O -0.3913 1.3525 0.1325
10 H 1.3535 -0.7834 3.2571
11 H 1.0056 0.8217 2.5461
12 H -0.1799 0.0361 3.6341
13 H 1.4499 -1.8849 1.0218
14 H -1.8615 -0.8859 -0.2316
15 H -2.3258 0.3368 -1.4281
16 H -1.4094 -1.0944 -1.9325
17 H -0.5688 1.7637 -2.5171
18 H 1.0922 1.7539 -1.8786
19 H 0.5325 0.4111 -2.9027
20 H -0.8108 0.9178 0.8918

Force components x, y, z for each atom (eV/Å):
0.52 0.26 0.06
0.45 -0.90 -1.61
-0.24 -0.03 2.04
-0.96 1.40 -0.67
0.17 -0.25 0.13
0.44 -0.94 -0.41
0.12 0.27 0.03
0.02 -0.09 0.29
-0.19 0.32 0.47
-0.05 0.03 0.00
-0.01 -0.07 0.02
-0.01 -0.03 -0.05
-0.21 0.02 0.07
-0.05 -0.07 0.03
-0.04 0.03 -0.02
-0.01 -0.10 -0.06
0.02 0.00 0.04
-0.09 -0.07 -0.11
-0.03 0.10 0.07
0.14 0.12 -0.32

Summary:
Frontier orbital gap, eV: 10.21
Multiplicity: 1
SMILES string: CONC(=O)C(C)(C)O
LUMO, eV: 0.7
Strongest force on any atom, hartree/bohr: 0.0399
Net charge: 0
HOMO level, eV: -9.461
Energy above the lowest of the compared OMol25 structures with the same formula, charge and spin, kJ/mol: 245.4

No. 2
Here is a structure of composition C5H11NOS at a distorted geometry from OMol25. Energies are from ωB97M-V with the def2-TZVPD basis set.

Atoms and positions in Å:
1 O -0.8119 -0.4647 2.2435
2 C -0.8630 -0.1726 1.0131
3 N -1.5865 -0.9567 0.1478
4 C -0.8071 -1.7013 -0.8016
5 C 0.4175 -2.4235 -0.1319
6 C 0.1360 -2.8876 1.2035
7 S 1.3724 2.8420 -1.5948
8 C -0.3666 1.1629 0.5219
9 H 3.3609 5.5519 -3.2858
10 H -1.5378 -2.4579 -1.1565
11 H -0.4686 -1.1772 -1.6289
12 H 1.2286 -2.8113 -0.8018
13 H 0.5987 -1.7083 0.8994
14 H -0.8170 -2.7744 1.5851
15 H 0.4884 -3.9306 1.5993
16 H 2.7717 5.5715 -2.8429
17 H 0.2060 1.4413 -0.3877
18 H -1.3951 1.7912 0.4016
19 H 0.1057 1.5794 1.3223

Force components x, y, z for each atom (eV/Å):
0.57 1.12 -1.69
-1.70 -1.56 0.29
1.00 -0.33 0.84
-0.69 -0.18 2.17
-2.95 -2.42 -0.08
1.43 -3.99 -3.44
0.27 0.20 -0.38
-3.19 1.70 -1.51
0.13 0.03 -0.11
0.95 -0.27 -0.06
0.98 1.32 -2.00
-0.19 0.71 1.39
1.02 0.56 1.34
-1.88 1.84 0.66
1.17 2.64 -0.36
-0.12 -0.02 0.09
-0.56 -1.43 0.31
2.28 -1.39 0.22
1.47 1.45 2.33

Summary:
Frontier orbital gap, eV: 3.39
Multiplicity: 1
LUMO, eV: -3.7
Strongest force on any atom, hartree/bohr: 0.1062
Net charge: 0
HOMO level, eV: -7.137
Energy above the lowest of the compared OMol25 structures with the same formula, charge and spin, kJ/mol: 1249.6

No. 3
Here is a cluster of 2 separate species, C5H11NOS in total at a distorted geometry from OMol25. Energies are from ωB97M-V with the def2-TZVPD basis set.

Atoms and positions in Å:
1 C 0.9438 1.9623 0.2398
2 C 2.0431 1.6131 1.1762
3 C 0.6353 1.0086 1.4017
4 C -0.3054 1.3913 2.4672
5 C -1.7681 -2.4932 -2.9895
6 N -1.3515 -2.0208 -1.7453
7 O 0.4358 -3.7513 -1.5271
8 S -0.2311 -2.5809 -0.9406
9 H 0.4766 2.9947 0.5238
10 H 0.9088 1.8682 -0.8464
11 H 2.4016 2.2999 1.9263
12 H 2.8377 0.9593 0.8739
13 H 0.5921 0.0031 1.1208
14 H -0.1204 0.8647 3.4139
15 H -1.2694 0.9777 2.3156
16 H -0.5283 2.3882 2.5896
17 H -2.8065 -2.0527 -3.1556
18 H -1.6686 -3.5033 -3.1010
19 H -1.2256 -1.9288 -3.7434

Force components x, y, z for each atom (eV/Å):
-1.60 2.99 1.39
-0.64 -0.42 0.82
1.64 1.26 -1.85
-0.06 -2.41 1.07
-2.32 3.67 -1.23
0.27 1.20 1.82
-0.06 0.59 0.63
0.61 -1.21 -0.50
0.92 -1.74 -0.74
0.18 -0.79 0.43
-0.15 0.48 -0.09
0.02 -0.46 -0.30
-0.09 -1.50 -0.32
0.72 0.64 0.13
-1.22 -0.56 -1.00
0.26 2.49 0.46
0.94 -1.25 0.19
0.07 -2.68 -0.56
0.51 -0.30 -0.33

Summary:
Frontier orbital gap, eV: 9.55
Multiplicity: 1
LUMO, eV: -0.3
Strongest force on any atom, hartree/bohr: 0.0878
Net charge: 0
HOMO level, eV: -9.840
Energy above the lowest of the compared OMol25 structures with the same formula, charge and spin, kJ/mol: 359.3

No. 4
Here is a structure of composition C5H11NOS at a distorted geometry from OMol25. Energies are from ωB97M-V with the def2-TZVPD basis set.

Atoms and positions in Å:
1 C 1.0143 0.8691 -0.0108
2 C 2.1502 0.0315 0.3553
3 S 1.3619 -0.7199 1.7549
4 C -0.0485 0.3531 -0.8916
5 N -1.3884 0.7449 -0.5656
6 C -2.2856 0.1482 -1.5658
7 C -1.7387 0.4064 0.8404
8 O 0.1732 -0.1703 -1.9535
9 H 0.7032 1.4895 0.8308
10 H -0.4137 -2.0832 -0.4299
11 H 3.0450 0.5912 0.6102
12 H 2.3778 -0.7209 -0.3950
13 H -0.8714 -1.9951 0.1461
14 H -2.1035 -0.9270 -1.6534
15 H -3.3155 0.2903 -1.2506
16 H -1.9991 0.5967 -2.5113
17 H -2.5056 -0.3694 0.7744
18 H -2.0951 1.1974 1.4979
19 H -0.8858 -0.0699 1.3036

Force components x, y, z for each atom (eV/Å):
-0.94 -2.45 3.74
2.40 0.06 -1.69
-0.93 1.09 -0.63
-1.82 1.72 -0.47
1.36 -1.26 0.69
0.26 0.12 0.38
-0.50 -0.58 -0.39
0.92 -0.49 -0.47
0.10 0.94 -0.62
-0.10 -0.16 0.00
0.06 -0.03 0.09
0.08 0.16 -0.18
0.02 -0.20 -0.04
-0.03 0.02 0.00
-0.03 0.38 -0.28
-0.61 0.02 -0.20
-0.14 0.15 0.26
0.00 0.40 -0.45
-0.12 0.11 0.27

Summary:
Frontier orbital gap, eV: 7.09
Multiplicity: 1
LUMO, eV: -1.9
Strongest force on any atom, hartree/bohr: 0.0889
Net charge: 0
HOMO level, eV: -9.007
Energy above the lowest of the compared OMol25 structures with the same formula, charge and spin, kJ/mol: 444.3

No. 5
Here is the molecule C5H11NOS at a distorted geometry from OMol25. Energies are from ωB97M-V with the def2-TZVPD basis set.

Atoms and positions in Å:
1 C 0.0457 -0.3433 2.1749
2 C -0.2433 -0.1223 0.6826
3 C 0.9648 0.4880 -0.0363
4 C 0.7526 0.8961 -1.4708
5 S -0.2796 2.3784 -1.6506
6 N -0.5631 -1.4006 0.0086
7 C -1.6132 -1.4948 -0.8612
8 O -1.6375 -2.2653 -1.7925
9 H -0.6709 0.1745 2.8092
10 H -0.0706 -1.4095 2.3828
11 H 1.0777 -0.1285 2.4442
12 H -1.1588 0.4499 0.5395
13 H 1.3059 1.3699 0.5155
14 H 1.7345 -0.2456 0.1087
15 H 0.3196 0.1360 -2.1250
16 H 1.7105 1.1115 -1.9416
17 H 0.5283 3.1998 -0.9665
18 H 0.2299 -1.9835 -0.2295
19 H -2.4325 -0.8106 -0.5919

Force components x, y, z for each atom (eV/Å):
-0.20 -0.72 -0.18
-0.19 -0.72 -0.30
-0.82 0.56 0.77
0.48 0.11 -0.64
-0.22 -0.06 -0.02
0.02 0.46 0.09
0.66 -0.19 0.15
-0.37 -0.06 -0.04
0.24 0.20 0.08
-0.13 0.06 0.05
-0.03 0.43 0.06
0.19 0.46 0.13
-0.06 -0.03 0.06
0.76 -0.45 -0.36
-0.25 -0.08 0.32
0.11 0.06 0.07
0.01 0.00 0.00
-0.09 -0.06 -0.07
-0.11 0.05 -0.18

Summary:
Frontier orbital gap, eV: 10.10
Multiplicity: 1
SMILES string: C[C@@H](CCS)NC=O
LUMO, eV: 0.7
Strongest force on any atom, hartree/bohr: 0.0245
Net charge: 0
HOMO level, eV: -9.360
Energy above the lowest of the compared OMol25 structures with the same formula, charge and spin, kJ/mol: 73.1

No. 6
Here is the ion C5H11NP with charge +1 at a distorted geometry from OMol25. Energies are from ωB97M-V with the def2-TZVPD basis set.

Atoms and positions in Å:
1 C 1.5649 0.5693 -0.6417
2 C 0.4772 -0.2725 0.2311
3 C -0.9625 -0.1807 -0.2375
4 C 0.6440 0.1310 1.6749
5 C -1.1952 -0.8328 -1.5100
6 N 2.7421 0.4713 -0.8431
7 P -1.9514 1.1006 0.5067
8 H 0.9260 -1.2856 0.1211
9 H 1.1477 1.5887 -0.8591
10 H 0.7550 1.1677 1.8424
11 H 1.6013 -0.3402 2.0889
12 H -0.0343 -0.1577 2.3746
13 H -1.2890 -0.1134 -2.3815
14 H -2.0144 -1.4247 -1.5694
15 H -0.4135 -1.4345 -1.8744
16 H 3.3188 -0.3760 -0.6339
17 H -2.0833 0.4506 1.7578
18 H -3.2334 0.9390 -0.0469

Force components x, y, z for each atom (eV/Å):
-4.65 2.83 0.98
-0.17 -1.28 0.45
2.40 0.70 -0.51
4.10 -0.39 -0.22
1.21 2.27 -1.69
4.14 -2.10 -0.47
0.17 -0.75 0.01
-1.01 0.19 -0.21
-0.13 -0.75 -0.07
0.25 1.45 -0.17
-1.05 0.75 -0.75
-2.54 -1.33 1.47
-0.29 -0.10 1.07
-3.10 -1.53 0.11
1.49 -0.80 0.15
-0.91 0.70 -0.06
0.01 0.37 -0.07
0.06 -0.25 -0.04

Summary:
Frontier orbital gap (spin up / spin down), eV: 7.22 / 7.22
Multiplicity: 1
LUMO (spin up / spin down), eV: -6.5 / -6.5
Strongest force on any atom, hartree/bohr: 0.1075
Net charge: +1
HOMO level (spin up / spin down), eV: -13.736 / -13.737
Energy above the lowest of the compared OMol25 structures with the same formula, charge and spin, kJ/mol: 262.9